{"formula": "C12H15N2S", "method": "wB97M-V/def2-TZVPD", "charge": 1, "e_lumo_ev": [-4.3, -4.3], "energy_ev": -26492.823, "homo_ev": [-12.1, -12.1], "multiplicity": 1, "relative_energy_ev": 1.796, "gap_ev": [7.87, 7.87], "symbols": ["C", "C", "C", "C", "C", "C", "C", "C", "C", "C", "C", "C", "N", "N", "S", "H", "H", "H", "H", "H", "H", "H", "H", "H", "H", "H", "H", "H", "H", "H"], "coordinates": [[-2.39, -1.10, 0.14], [-0.99, -1.07, 0.28], [-2.50, 1.28, -0.06], [-3.11, 0.04, -0.08], [-0.37, 0.17, 0.32], [-1.12, 1.25, 0.13], [1.28, 2.19, 0.09], [3.13, 0.70, 0.32], [2.00, -0.36, 0.04], [-4.65, -0.12, -0.21], [2.39, -1.59, 0.95], [1.67, -0.70, -1.39], [0.93, 0.28, 0.75], [2.53, 2.03, -0.21], [-0.20, 2.90, 0.01], [-2.99, -2.03, 0.14], [-0.32, -1.89, 0.52], [-3.06, 2.09, -0.38], [3.52, 0.65, 1.45], [4.01, 0.56, -0.35], [-5.18, -0.64, 0.64], [-5.07, 0.90, -0.02], [-4.98, -0.45, -1.25], [1.96, -2.50, 0.60], [2.06, -1.42, 1.99], [3.49, -1.81, 0.94], [2.49, -1.22, -1.76], [1.54, 0.29, -1.92], [0.78, -1.25, -1.42], [3.16, 2.81, -0.25]], "mulliken_charge": [-1.0274, -0.0349, -1.0971, 0.7774, 0.0745, 0.6599, 0.5840, -0.9135, 1.5789, -1.3296, -1.8068, -1.5253, -0.5452, -0.1574, -0.1838, 0.3708, 0.4593, 0.4502, 0.3478, 0.4054, 0.3639, 0.3661, 0.2792, 0.4699, 0.4625, 0.4116, 0.5164, 0.3404, 0.3843, 0.3185]}

---

{"formula": "C3H13NO3", "method": "wB97M-V/def2-TZVPD", "smiles": "NCCCO.O.O", "e_lumo_ev": 0.7, "energy_ev": -10953.440, "homo_ev": -9.2, "multiplicity": 1, "relative_energy_ev": 1.332, "gap_ev": 9.96, "symbols": ["N", "C", "C", "C", "O", "H", "H", "H", "H", "H", "H", "H", "H", "H", "O", "H", "H", "O", "H", "H"], "coordinates": [[-1.13, 1.33, -0.50], [-0.05, 0.60, 0.17], [-0.52, 0.03, 1.52], [0.41, -1.08, 1.89], [0.50, -2.08, 0.85], [-1.51, 2.00, 0.17], [-1.98, 0.71, -0.51], [0.35, -0.22, -0.42], [0.85, 1.21, 0.27], [-1.54, -0.37, 1.38], [-0.44, 0.69, 2.39], [-0.03, -1.58, 2.77], [1.44, -0.84, 2.14], [0.02, -2.89, 1.01], [1.73, 4.08, 2.11], [2.46, 3.66, 1.64], [1.27, 4.55, 1.40], [-0.98, -2.89, -5.39], [-1.01, -3.59, -6.06], [-1.32, -3.38, -4.63]], "mulliken_charge": [-0.6955, -0.5220, -0.2627, -0.6183, -0.5336, 0.2849, 0.2811, 0.3661, 0.2662, 0.2604, 0.2574, 0.3527, 0.2807, 0.2892, -0.6396, 0.3131, 0.3200, -0.6344, 0.3193, 0.3151]}

---

{"formula": "C8H10S2Si2", "method": "wB97M-V/def2-TZVPD", "e_lumo_ev": 0.0, "energy_ev": -45880.593, "homo_ev": -8.7, "multiplicity": 1, "relative_energy_ev": 1.382, "gap_ev": 8.68, "symbols": ["C", "C", "C", "C", "C", "C", "C", "C", "Si", "Si", "S", "S", "H", "H", "H", "H", "H", "H", "H", "H", "H", "H"], "coordinates": [[3.63, -0.75, 0.58], [-2.87, -1.75, 0.54], [2.61, 0.24, 0.60], [-1.57, -1.33, 0.36], [3.33, -1.78, -0.28], [-3.83, -0.96, -0.02], [1.57, -0.08, -0.24], [-1.47, -0.14, -0.36], [-0.54, 3.04, 0.04], [0.08, 0.96, -0.72], [1.82, -1.53, -1.10], [-3.07, 0.35, -0.78], [4.49, -0.65, 1.15], [-3.03, -2.56, 1.22], [2.71, 1.20, 1.12], [-0.73, -1.85, 0.94], [3.72, -2.72, -0.50], [-4.91, -1.18, -0.25], [-0.13, 3.47, 1.26], [-2.11, 2.82, 0.02], [-0.16, 4.30, -0.83], [0.44, 0.91, -2.76]], "mulliken_charge": [-0.5743, -0.5149, -0.4525, -0.2193, -0.4582, -0.3552, 0.3481, 0.1997, 0.3781, 0.0280, -0.0045, -0.1165, 0.4378, 0.3516, 0.3188, 0.2862, 0.4286, 0.3357, -0.1688, -0.0974, -0.0883, -0.0628]}